Record 1
A molecular structure, C25H44DyO2P2, computed with ωB97M-V/def2-TZVPD.

Last column: Mulliken charge in e.
Geometry (Å):
Dy  2.64797  0.43648  1.98700  0.716
C  2.58790  -1.23054  4.27306  0.363
C  2.32490  -2.19108  3.28171  0.610
C  4.25528  -1.05043  2.66174  0.464
C  3.78892  -0.53200  3.92690  0.739
C  3.29444  -2.06533  2.25545  0.321
C  1.80155  -1.04750  5.51545  -1.928
H  0.82951  -1.54429  5.44004  0.346
H  1.59941  0.00846  5.72412  0.390
H  2.32969  -1.48363  6.37673  0.317
C  4.35127  0.60200  4.70899  -1.345
H  3.74475  0.77905  5.60879  0.396
H  4.40478  1.57354  4.18428  0.248
H  5.36884  0.35544  5.04563  0.392
C  5.10030  -0.21884  1.74708  -1.085
H  6.11301  -0.20223  2.16454  0.414
H  4.80764  0.87989  1.66860  0.427
H  5.09589  -0.61582  0.72323  0.338
C  3.11232  -2.68625  0.91522  -1.068
H  3.67133  -3.62554  0.80400  0.328
H  3.39084  -2.03869  0.07335  0.264
H  2.05630  -2.95417  0.75953  0.212
C  1.15082  -3.10239  3.29038  -1.232
H  1.42469  -4.16700  3.33390  0.339
H  0.51220  -2.95313  2.41099  -0.091
H  0.52968  -2.89661  4.16297  0.428
C  -1.86552  0.78808  2.07307  -0.428
C  -1.89948  -0.30381  2.84783  -0.785
C  -2.34991  -1.68722  2.47874  -0.470
C  -2.42153  -1.98620  0.97155  -1.244
C  -1.12812  -1.80680  0.22875  -0.486
C  -0.60921  -0.74508  -0.40453  -0.584
C  -0.99614  0.69445  -0.31881  1.342
C  -2.21405  0.91935  0.62267  -0.446
H  -3.34493  -1.88970  2.92022  0.439
H  -3.27233  -1.46762  0.51403  0.352
H  -1.62892  -2.38894  2.93038  0.149
H  -3.02262  0.23742  0.34535  -0.040
H  -1.45749  1.71830  2.49580  0.393
H  -1.60127  -0.19419  3.89703  0.427
H  -2.60181  1.94139  0.45856  0.491
H  -0.16334  1.34547  0.03299  0.110
H  0.30009  -0.89998  -0.99525  0.657
H  -1.23439  1.07821  -1.34658  -1.242
H  -2.63687  -3.06007  0.85654  0.448
H  -0.48060  -2.69867  0.29136  0.544
P  -2.39203  1.49368  -3.19311  0.667
P  -0.81587  0.89847  -5.68781  0.191
C  -3.33456  1.79057  -4.78977  -0.831
C  -2.36325  1.93108  -5.96228  -0.955
H  -3.92877  2.71063  -4.65855  0.426
H  -4.03135  0.95306  -4.96510  0.430
H  -2.83615  1.62901  -6.91313  0.558
H  -2.03685  2.98197  -6.03892  0.420
C  0.01105  1.49841  -7.22818  -1.150
H  0.93243  0.92809  -7.39707  0.379
H  0.28738  2.55196  -7.09269  0.350
H  -0.64480  1.40405  -8.10487  0.310
C  -1.50403  -0.66984  -6.38162  -1.120
H  -2.07533  -0.50922  -7.30406  0.360
H  -2.14525  -1.14156  -5.63138  0.277
H  -0.67234  -1.35300  -6.58453  0.388
C  -2.68200  3.17064  -2.46645  -1.249
H  -2.37275  3.18262  -1.41315  0.323
H  -3.73939  3.46029  -2.55636  0.355
H  -2.05278  3.88212  -3.02333  0.342
C  -3.72581  0.46130  -2.43243  -0.670
H  -3.84120  -0.44240  -3.05314  0.412
H  -4.67300  1.02206  -2.39685  0.411
H  -3.43011  0.14908  -1.42357  -0.277
O  3.11664  2.60249  2.42020  -0.544
C  2.09433  2.64293  3.20441  0.246
O  1.42144  1.57636  3.46893  -0.451
H  1.76860  3.57135  3.66142  0.475

Values from the calculation:
Max |F|: 2.4 eV Å⁻¹
LUMO (alpha / beta): -3.8550 / -3.9904 eV
Relative energy (zero: lowest compared OMol25 entry of this formula, charge and spin): 0.000 eV
Frontier orbital gap (alpha / beta): 5.6013 / 5.4661 eV
Multiplicity: 6
Charge: +1

***

Record 2
A molecular structure, C25H44O2P2Tl, computed with ωB97M-V/def2-TZVPD.

Last column: Mulliken charge in e.
Geometry (Å):
Tl  -0.93198  -3.50568  -0.56997  0.897
C  3.02489  2.64833  1.40847  0.585
C  1.71105  2.68542  1.96395  0.430
C  2.86288  0.97594  2.97335  0.794
C  3.72673  1.57062  2.01831  0.162
C  1.61791  1.64838  2.92980  1.057
C  3.55018  3.58885  0.40107  -1.319
H  2.95021  3.56356  -0.52046  0.084
H  4.57872  3.33362  0.12825  0.330
H  3.53813  4.62630  0.77172  0.300
C  5.11162  1.14575  1.72739  -1.524
H  5.55973  1.78676  0.96146  0.373
H  5.14685  0.10756  1.36023  0.232
H  5.73890  1.19154  2.63090  0.336
C  3.19010  -0.15396  3.85984  -1.590
H  4.27166  -0.20142  4.02830  0.394
H  2.86457  -1.11007  3.42879  0.147
H  2.69464  -0.04931  4.83214  0.442
C  0.46089  1.34516  3.78988  -1.881
H  0.57250  1.80302  4.78469  0.327
H  0.35290  0.26352  3.94217  0.385
H  -0.46536  1.73054  3.35122  0.408
C  0.63820  3.65100  1.64705  -1.255
H  0.32158  4.19669  2.55165  0.416
H  -0.25374  3.14288  1.24181  0.106
H  0.97428  4.39171  0.90893  0.391
C  1.59165  1.02475  -2.08683  -0.522
C  1.63969  2.35663  -2.23874  -0.693
C  0.51255  3.32289  -2.12724  -0.196
C  -0.84460  2.85698  -2.72637  -1.103
C  -1.80119  2.38270  -1.68047  -0.807
C  -1.50378  1.62461  -0.60854  -0.309
C  -0.31091  0.73658  -0.42143  1.353
C  0.35401  0.25309  -1.73968  -0.303
H  0.79591  4.24783  -2.65982  0.473
H  -0.68548  2.10189  -3.51140  0.266
H  0.37511  3.60030  -1.06629  -0.216
H  -0.39385  0.25541  -2.55307  0.079
H  2.50502  0.43035  -2.24025  0.367
H  2.60280  2.81209  -2.47773  0.608
H  0.64925  -0.80498  -1.60765  0.208
H  0.44228  1.19458  0.25126  -0.986
H  -2.22609  1.52342  0.21532  0.561
H  -0.65872  -0.15886  0.12472  0.113
H  -1.30723  3.71377  -3.24973  0.475
H  -2.83775  2.71310  -1.81732  0.425
P  -2.51476  -2.35106  -2.41947  0.739
C  -2.21853  -2.92362  -4.11901  -1.292
C  -3.46826  -0.80342  -2.68354  -1.355
P  -3.52708  -3.68982  -0.01623  0.297
C  -3.91667  -3.43380  -1.80482  -1.197
C  -4.13262  -2.03912  0.54901  -0.849
C  -4.92322  -4.72093  0.51655  -1.039
H  -1.72867  -3.90702  -4.11765  0.381
H  -1.55277  -2.19513  -4.60717  0.374
H  -3.17712  -2.96757  -4.64986  0.439
H  -4.32146  -1.01227  -3.34866  0.545
H  -2.79988  -0.07407  -3.15931  0.331
H  -3.82410  -0.38954  -1.72944  0.344
H  -5.70885  -4.69987  -0.24409  0.344
H  -5.29525  -4.32704  1.46933  0.364
H  -4.59568  -5.75494  0.66050  0.364
H  -3.94432  -4.38318  -2.35462  0.558
H  -4.89599  -2.92049  -1.88196  0.496
H  -4.44050  -2.15041  1.59803  0.504
H  -5.01328  -1.73426  -0.04038  0.371
H  -3.36690  -1.25226  0.48363  -0.054
C  2.99146  -3.31362  1.58149  -0.966
C  1.57358  -3.14224  1.09170  0.993
O  0.97661  -2.03046  1.19911  -0.578
O  1.05028  -4.21843  0.57709  -0.743
H  3.61587  -3.78957  0.81264  0.371
H  3.00807  -3.99124  2.44857  0.341
H  3.44331  -2.34844  1.85886  0.098

Values from the calculation:
Max |F|: 3.3 eV Å⁻¹
LUMO (alpha / beta): -3.8715 / -5.6892 eV
Relative energy (zero: lowest compared OMol25 entry of this formula, charge and spin): 0.538 eV
Frontier orbital gap (alpha / beta): 4.6259 / 2.9094 eV
Multiplicity: 1
Charge: +1

***

Record 3
A molecular structure, C25H45BF2N2O3Tc, computed with ωB97M-V/def2-TZVPD.

Last column: Mulliken charge in e.
Geometry (Å):
Tc  -0.57503  -0.34207  -0.63443  0.907
C  3.85537  0.88533  -3.64303  -0.906
N  2.44057  0.64013  -3.45723  0.146
C  1.56087  1.32143  -4.39343  -0.955
C  1.90277  -0.02397  -2.44763  0.628
O  0.66417  -0.09467  -2.30893  -0.899
C  2.80387  -0.71917  -1.42173  -1.165
O  2.02677  -1.32487  -0.39673  -0.108
C  2.05877  -2.72757  -0.27893  -1.714
C  0.80417  -3.37357  -0.84843  1.245
O  -0.17983  -2.55897  -1.13753  -0.376
N  0.66387  -4.65957  -1.01393  0.141
C  1.65987  -5.64707  -0.66903  -0.982
C  -0.55543  -5.23777  -1.54723  -1.008
H  4.07767  0.90023  -4.70923  0.300
H  4.47097  0.12383  -3.17543  0.388
H  4.12427  1.86363  -3.23793  0.314
H  1.91737  1.17553  -5.41063  0.361
H  1.52887  2.38863  -4.17923  0.322
H  0.55837  0.91053  -4.30563  0.280
H  3.44487  0.03023  -0.93733  0.582
H  3.44117  -1.45697  -1.92313  0.570
H  2.07887  -2.93027  0.80397  0.551
H  2.96987  -3.13527  -0.72903  0.576
H  2.54847  -5.21017  -0.22813  0.393
H  1.93657  -6.20687  -1.56353  0.340
H  1.22997  -6.35607  0.03837  0.369
H  -1.17873  -4.49197  -2.03093  0.284
H  -1.13463  -5.70317  -0.74843  0.372
H  -0.29923  -6.00547  -2.27533  0.426
C  -1.84043  0.17833  1.27237  -0.575
C  -0.64823  0.75403  1.87827  0.582
C  -0.17343  1.75023  0.98147  0.670
C  -1.12913  1.79673  -0.11213  -0.417
C  -2.26133  0.97963  0.17627  -0.109
C  -3.65373  1.17813  -0.36343  1.559
C  -3.59353  1.68333  -1.81023  -1.712
C  -4.49033  -0.10027  -0.29053  -1.728
C  -4.29723  2.25603  0.53107  -1.632
C  0.97677  2.73983  0.96107  1.858
C  0.53677  4.00033  1.73117  -1.618
C  1.26397  3.16963  -0.49123  -2.218
C  2.30397  2.21813  1.52027  -1.626
C  -0.16753  0.24923  3.21937  1.714
C  0.11397  1.41033  4.18427  -1.686
C  1.05997  -0.65967  3.02007  -1.491
C  -1.23993  -0.61657  3.90107  -2.122
H  -2.50663  -0.47047  1.81307  0.769
H  -1.16973  2.60683  -0.82103  0.395
H  -2.95893  1.03893  -2.41913  0.311
H  -3.21613  2.69993  -1.85423  0.356
H  -4.59203  1.67783  -2.23733  0.472
H  -4.10033  -0.86507  -0.95593  0.326
H  -5.51083  0.12013  -0.58933  0.515
H  -4.52433  -0.50117  0.71877  0.319
H  -3.66103  3.13373  0.59387  0.353
H  -4.45583  1.87373  1.53677  0.336
H  -5.25833  2.54863  0.11787  0.458
H  -0.40043  4.38013  1.33507  0.360
H  1.29577  4.77053  1.61637  0.468
H  0.40797  3.80533  2.78997  0.283
H  0.49027  3.82273  -0.88023  0.364
H  1.36107  2.30223  -1.14263  0.496
H  2.19307  3.73013  -0.51983  0.529
H  2.25057  1.96053  2.56967  0.255
H  3.05537  2.99733  1.42377  0.593
H  2.63637  1.34893  0.95867  0.003
H  0.96547  2.01113  3.89677  0.195
H  0.30977  1.01533  5.17627  0.513
H  -0.76253  2.04973  4.24247  0.384
H  1.85847  -0.17257  2.47537  0.153
H  0.75637  -1.55187  2.47437  0.125
H  1.44017  -0.96847  3.98807  0.550
H  -2.16133  -0.05787  4.03777  0.415
H  -0.88313  -0.90317  4.88627  0.498
H  -1.44133  -1.53317  3.35297  0.287
F  -2.51233  -2.64947  -0.81943  -0.191
B  -1.35703  -2.34247  -0.23553  0.566
F  -1.15423  -2.89977  0.97077  -0.291

Values from the calculation:
Max |F|: 3.1 eV Å⁻¹
LUMO (alpha / beta): -7.1246 / -6.3953 eV
Frontier orbital gap (alpha / beta): 7.4610 / 7.5408 eV
Multiplicity: 2
Charge: +2